C18H33Cl6N3 as an isolated structure in a non-equilibrium geometry. Source: the OMol25 dataset; level of theory: wB97M-V/def2-TZVPD.

As for the charge: 0. The value obtained for the lowest unoccupied orbital energy is 0.259 eV. The HOMO-LUMO gap comes out at 10.462 eV. The HOMO energy comes out at -10.20 eV. For the energy above the lowest of the compared OMol25 structures with the same formula, charge and spin, the calculation gives 539.3 kJ/mol.

Last column: Mulliken charge in e.
CARTESIAN COORDINATES (ANGSTROEM)
Cl -16.255 10.199 -3.835  0.018
C -17.391 10.951 -4.942  -0.841
C -18.120 9.832 -5.781  -0.277
Cl -17.025 9.188 -6.959  -0.158
H -16.935 11.526 -5.748  0.460
H -17.998 11.690 -4.420  0.303
H -19.026 10.286 -6.183  0.358
H -18.446 9.098 -5.044  0.172
Cl -11.885 10.246 -1.405  -0.212
C -12.975 11.508 -1.927  0.475
C -13.087 11.506 -3.462  -0.432
Cl -11.619 11.988 -4.375  -0.199
H -12.405 12.390 -1.633  0.486
H -13.963 11.560 -1.469  -0.588
H -13.736 12.340 -3.725  0.262
H -13.338 10.509 -3.824  0.198
Cl -19.011 12.455 -0.773  -0.092
C -19.634 10.908 -0.011  -0.184
C -18.806 9.810 -0.536  0.622
Cl -19.198 9.485 -2.216  -0.166
H -20.702 10.848 -0.219  0.514
H -19.416 10.952 1.056  0.141
H -18.934 8.900 0.052  0.575
H -17.755 10.099 -0.543  -1.228
C -12.388 5.334 2.762  -1.227
C -13.810 5.034 2.937  -0.350
C -14.648 5.629 1.743  -0.034
C -16.071 5.185 1.786  0.184
N -17.136 4.896 1.944  -0.450
H -12.040 4.940 1.807  0.322
H -11.796 4.894 3.565  0.353
H -12.235 6.413 2.758  0.302
H -14.175 5.469 3.867  0.314
H -14.014 3.964 2.986  0.383
H -14.135 5.368 0.818  0.448
H -14.607 6.714 1.836  -0.224
C -17.984 13.048 2.016  -1.202
C -16.773 12.711 1.057  0.646
C -15.687 11.838 1.643  0.454
C -14.981 12.536 2.741  -0.078
N -14.511 13.119 3.614  -0.536
H -18.761 12.283 1.992  0.210
H -18.394 13.984 1.639  0.318
H -17.625 13.179 3.037  0.444
H -16.290 13.564 0.581  0.444
H -17.151 12.167 0.191  -1.013
H -14.978 11.808 0.815  -0.368
H -16.091 10.847 1.851  0.344
C -14.799 8.696 0.231  0.265
C -16.048 8.302 -0.685  -0.295
C -15.989 9.320 -1.872  -0.709
C -16.026 10.771 -1.454  0.282
N -16.003 11.854 -1.097  -0.740
H -14.468 8.076 1.064  -0.137
H -15.096 9.614 0.739  -0.456
H -13.931 9.138 -0.258  -0.098
H -17.017 8.305 -0.186  0.216
H -15.851 7.363 -1.202  0.488
H -16.823 9.130 -2.548  0.198
H -14.997 9.118 -2.274  1.093

Forces on the atoms, in the same order (eV/Å):
-0.4 3.1 -6.9
-0.2 0.2 -2.5
-0.6 1.6 2.7
0.1 -0.4 -0.5
0.7 0.2 0.3
-0.4 -0.6 0.3
0.2 -0.2 -0.6
0.1 -0.5 -0.4
0.1 -1.1 0.5
1.2 1.4 -1.3
0.0 0.6 0.6
0.4 -0.2 0.4
-0.5 0.3 -0.1
0.6 -0.5 0.0
-0.7 -0.7 -0.1
-0.4 0.4 -0.1
-1.9 -0.4 -0.5
0.3 1.3 0.1
0.3 -0.4 -0.1
-0.4 -0.5 -0.8
0.2 -0.1 0.1
-0.4 0.3 -0.1
-0.2 0.0 -0.1
-0.6 -0.1 0.4
1.3 0.2 -0.2
-2.3 -0.1 -0.4
0.1 -0.5 1.1
5.6 1.7 -0.6
-4.6 -1.3 0.5
0.3 0.0 0.0
0.1 0.1 -0.1
0.2 0.1 0.0
-0.2 0.0 0.0
0.1 -0.1 0.0
-0.4 -0.1 -0.2
-0.3 -0.5 0.0
1.6 0.4 -0.8
-1.7 -0.1 1.2
0.6 1.2 -0.1
-0.6 -0.7 0.3
0.0 -0.1 -0.3
0.3 0.2 0.2
-0.3 -0.1 0.4
-0.2 0.1 0.1
-0.3 0.4 0.4
0.1 0.5 1.4
0.3 -0.6 0.3
0.4 0.1 0.6
-1.4 1.1 0.6
2.7 0.9 0.1
-0.2 -1.6 5.1
0.1 -2.6 -0.1
0.9 0.5 -1.6
-0.2 -0.1 -0.7
-0.4 -0.1 0.3
0.1 -0.9 -0.7
0.6 -0.3 0.1
-0.3 -0.3 0.3
0.5 -1.0 1.9
-0.1 0.2 -0.5

=====

C18H33ClHfIO3Si3 as an isolated structure in a non-equilibrium geometry. Source: the OMol25 dataset; level of theory: wB97M-V/def2-TZVPD.

As for the charge: +1. The value obtained for the lowest unoccupied orbital energy is -4.188 eV. The HOMO-LUMO gap comes out at 7.347 eV. The HOMO energy comes out at -11.54 eV. For the energy above the lowest of the compared OMol25 structures with the same formula, charge and spin, the calculation gives 47.8 kJ/mol.

Last column: Mulliken charge in e.
CARTESIAN COORDINATES (ANGSTROEM)
Hf -0.825 0.118 -0.034  -0.168
Cl -6.415 -1.182 4.688  -0.188
C -4.998 -0.704 3.837  0.066
C -4.287 0.436 4.260  -0.504
C -3.208 0.892 3.553  -0.605
C -2.735 0.222 2.400  0.081
O -1.746 0.705 1.716  -0.131
C -3.411 -0.992 2.033  1.021
C -2.918 -1.846 1.034  -0.097
O -1.845 -1.700 0.387  -0.542
C -4.568 -1.402 2.745  -1.145
H -4.628 0.957 5.141  0.460
H -2.709 1.802 3.846  0.505
H -3.508 -2.754 0.839  0.409
H -5.092 -2.284 2.415  0.477
C 0.789 -0.458 3.023  -1.097
O 0.719 -0.326 1.609  -0.247
Si 2.141 -0.118 0.626  0.426
C 3.268 -1.632 0.881  -1.260
C 3.110 1.346 1.387  -1.372
C 1.155 0.098 -0.976  1.171
Si 1.264 -1.392 -2.165  0.404
C 0.592 -2.971 -1.300  -0.980
C 3.013 -1.783 -2.804  -1.188
C 0.090 -1.164 -3.658  -1.215
Si 1.155 1.898 -1.595  0.836
C 0.249 2.802 -0.121  -1.619
C 0.100 2.333 -3.137  -1.279
C 2.870 2.658 -1.902  -1.229
H 1.803 -0.700 3.338  0.431
H 0.116 -1.253 3.350  0.322
H 0.487 0.480 3.495  0.279
H 3.447 -1.829 1.935  0.398
H 4.231 -1.431 0.424  0.352
H 2.881 -2.543 0.443  0.328
H 3.355 1.146 2.427  0.415
H 2.591 2.297 1.356  0.341
H 4.053 1.470 0.866  0.421
H 1.319 -3.432 -0.640  0.321
H 0.364 -3.714 -2.059  0.463
H -0.318 -2.814 -0.723  0.201
H 3.725 -1.919 -2.000  0.331
H 3.390 -0.997 -3.447  0.352
H 3.000 -2.698 -3.389  0.392
H -0.896 -0.841 -3.341  0.256
H -0.034 -2.108 -4.175  0.447
H 0.470 -0.461 -4.390  0.364
H -0.099 2.102 0.658  0.852
H -0.606 3.384 -0.460  0.310
H 0.903 3.517 0.371  0.506
H -0.838 2.819 -2.883  0.349
H -0.121 1.484 -3.769  0.276
H 0.646 3.038 -3.757  0.398
H 3.590 2.445 -1.122  0.315
H 2.798 3.736 -2.002  0.401
H 3.276 2.275 -2.832  0.353
I -3.408 2.074 -0.564  0.020
C -2.380 0.425 -1.586  -1.495
H -2.213 0.834 -2.583  0.589
H -3.154 -0.345 -1.668  0.722

Forces on the atoms, in the same order (eV/Å):
-1.0 -0.2 1.0
-0.1 -0.1 0.1
0.1 -0.2 -0.3
-0.1 -0.2 -0.2
0.3 0.1 -0.3
-0.6 -0.3 0.4
0.4 -0.2 0.4
0.3 0.6 0.1
-0.4 -0.2 0.3
0.2 0.4 -0.2
0.0 0.1 0.2
0.0 0.1 0.1
0.1 0.1 0.1
0.3 0.1 -0.1
-0.1 -0.2 0.0
-0.3 0.1 0.5
0.5 -0.1 -0.7
0.5 0.0 0.2
-0.7 0.5 -0.3
-0.6 -0.5 -0.5
0.9 0.0 -0.1
-0.1 -0.6 -0.5
0.3 0.6 -0.1
-0.7 0.3 0.3
0.6 0.0 0.6
0.2 0.6 -0.3
0.1 -0.3 -0.9
0.4 -0.3 0.5
-0.6 -0.4 0.3
0.0 -0.1 0.0
0.1 0.0 -0.1
0.0 -0.1 -0.1
0.0 0.1 0.2
0.3 0.1 -0.1
-0.1 -0.1 -0.1
0.0 -0.2 0.1
-0.1 0.1 -0.1
0.2 0.0 -0.1
0.2 0.0 0.2
-0.1 -0.1 -0.2
0.0 -0.1 -0.1
0.1 0.0 0.2
0.1 0.3 -0.2
-0.1 -0.2 -0.1
-0.2 0.1 0.0
0.0 -0.3 0.0
0.1 0.2 -0.1
0.1 0.7 0.6
-0.1 -0.2 0.0
0.2 -0.2 0.3
-0.2 0.0 0.2
-0.1 -0.2 -0.1
0.2 0.2 0.0
0.1 -0.1 0.2
-0.1 0.2 0.0
0.0 -0.1 -0.3
0.0 0.0 -0.4
-0.4 0.1 -0.5
0.1 -0.1 0.1
0.1 0.1 0.0

=====

C18H33CrF9N2O12S3 as an isolated structure in a non-equilibrium geometry. Source: the OMol25 dataset; level of theory: wB97M-V/def2-TZVPD.

As for the charge: -1. The value obtained for the lowest unoccupied orbital energy (alpha / beta) is 1.028 / 1.653 eV. The HOMO-LUMO gap (alpha / beta) comes out at 6.092 / 7.093 eV. The HOMO energy (alpha / beta) comes out at -5.06 / -5.44 eV. As for the expectation value of S²: 3.863. The multiplicity is 4.

Last column: Mulliken spin population.
CARTESIAN COORDINATES (ANGSTROEM)
Cr -1.137 -0.102 -0.137  3.189
C -1.713 -3.990 -2.672  0.002
F -0.643 -3.476 -3.308  0.000
F -2.498 -4.541 -3.583  0.000
F -1.396 -4.923 -1.729  0.000
S -2.783 -2.638 -1.745  0.009
O -1.821 -1.735 -1.049  0.092
O -3.600 -1.870 -2.645  0.005
O -3.493 -3.518 -0.737  -0.007
C -0.290 -3.094 3.606  0.000
F 1.051 -2.790 3.339  0.000
F -0.372 -4.353 4.141  0.000
F -0.689 -2.202 4.546  0.000
S -1.216 -2.874 1.910  0.009
O -0.609 -3.829 1.026  0.003
O -2.651 -3.231 1.998  0.000
O -1.021 -1.473 1.496  0.003
C -5.313 0.250 2.257  -0.002
F -4.679 -0.064 3.378  0.000
F -6.561 -0.129 2.406  0.000
F -5.243 1.539 2.113  0.000
S -4.533 -0.685 0.756  -0.005
O -4.745 -2.164 1.018  0.001
O -5.286 -0.329 -0.436  0.001
O -3.116 -0.253 0.580  -0.093
C 3.853 -1.314 -1.377  -0.003
C 3.241 -0.779 -0.048  -0.008
C 4.433 -0.356 0.793  0.003
C 5.105 1.131 0.552  0.001
C 4.005 2.169 0.507  0.002
C 2.771 1.696 -0.370  0.001
N 2.320 0.330 -0.026  -0.042
O 0.998 0.012 -0.561  -0.207
C 2.937 1.971 -1.856  -0.005
C 1.716 2.753 0.184  0.014
C 2.558 -2.026 0.646  -0.005
H 4.505 -2.186 -1.331  0.000
H 4.391 -0.480 -1.828  0.000
H 3.204 -1.571 -2.214  0.000
H 5.358 -0.933 0.764  -0.001
H 4.233 -0.386 1.864  0.001
H 5.712 1.150 -0.353  0.000
H 5.901 1.426 1.235  0.000
H 4.462 3.107 0.191  -0.001
H 3.618 2.177 1.526  0.001
H 3.957 1.661 -2.084  0.000
H 2.922 3.050 -2.010  0.000
H 2.295 1.330 -2.459  0.001
H 1.530 2.598 1.247  -0.003
H 0.717 2.857 -0.240  -0.001
H 2.040 3.792 0.127  0.000
H 3.424 -2.550 1.050  0.000
H 1.960 -2.674 0.005  -0.001
H 1.999 -1.923 1.576  0.000
C 0.104 0.954 3.087  0.002
O -0.546 1.086 1.760  0.011
C -1.290 2.334 1.774  -0.004
C -2.178 2.594 0.529  0.007
N -1.635 1.845 -0.611  0.011
C -2.603 2.054 -1.707  -0.013
C -2.115 1.421 -3.001  0.023
O -1.320 0.260 -2.581  0.003
C -0.577 -0.172 -3.670  0.009
H 0.934 1.661 3.081  0.001
H 0.542 -0.030 3.253  0.000
H -0.584 1.075 3.924  0.000
H -0.631 3.201 1.723  -0.001
H -2.011 2.433 2.585  -0.001
H -2.215 3.656 0.285  0.000
H -3.239 2.492 0.754  -0.002
H -0.939 2.545 -0.824  0.018
H -2.474 3.093 -2.008  -0.003
H -3.645 1.769 -1.559  -0.010
H -1.474 2.122 -3.535  -0.001
H -2.866 0.902 -3.597  -0.001
H -1.223 -0.644 -4.409  0.002
H 0.152 -0.867 -3.253  -0.005
H 0.025 0.659 -4.038  0.000

Forces on the atoms, in the same order (eV/Å):
1.4 -2.3 2.5
-0.9 1.0 1.8
0.0 -0.6 0.5
0.0 -0.4 -0.3
0.3 1.2 -1.7
-2.5 -2.6 4.1
1.4 -0.5 -0.6
0.5 -0.5 -0.9
2.4 2.2 -3.9
0.7 0.5 -0.5
-1.6 -0.8 0.8
0.2 1.9 -0.9
0.1 -0.7 -0.5
-4.5 -2.7 -2.3
2.0 0.1 0.5
2.9 1.3 2.2
1.4 0.5 1.0
1.3 -2.3 -0.8
0.6 -0.2 0.5
-0.8 0.0 -0.3
-0.1 2.1 -0.4
-1.5 -6.0 -2.0
0.5 5.3 0.8
-0.1 1.6 0.9
-0.3 1.3 1.2
-0.4 1.1 -1.4
-0.4 -2.0 0.4
2.7 2.6 1.5
-1.0 -1.5 -0.9
0.0 -2.0 -0.3
-1.6 1.9 1.0
-2.0 0.9 0.4
0.4 0.3 -0.7
1.4 -0.6 0.4
-0.4 -0.2 0.4
1.1 0.2 0.4
0.1 0.2 0.8
0.6 0.0 0.1
-0.9 0.0 0.5
-0.5 -1.0 -0.7
-0.7 0.1 0.1
-0.4 -0.3 -0.7
-0.4 -0.4 0.9
-0.7 0.3 0.0
0.0 0.6 0.1
0.2 0.0 -0.4
-0.5 -0.1 -0.5
-0.4 0.5 0.0
0.1 -0.3 0.0
0.1 -0.8 -0.6
0.8 0.0 -0.2
0.2 -0.8 -0.4
0.2 0.2 -0.2
-0.3 1.1 -0.4
0.3 -0.6 -1.0
-1.2 1.4 0.9
-0.5 0.7 -1.0
-0.5 -0.4 1.4
-1.8 1.4 -0.3
0.1 0.3 -2.2
1.0 -2.7 1.3
-0.6 2.2 -0.1
1.1 -0.8 0.6
-0.2 0.2 0.3
-0.2 -0.1 -0.8
-0.3 0.5 -0.3
0.6 -0.3 0.8
0.6 -0.3 0.6
0.8 0.3 0.0
0.1 -1.3 -0.3
1.2 -1.0 -0.6
-1.0 0.6 0.7
0.3 -0.1 0.9
0.0 -0.2 -0.4
-0.5 1.0 -0.3
0.2 0.0 -0.3
-0.1 -0.4 -0.3
-0.1 0.1 -0.6